Here is C51H71N7O5S3Ti as an isolated structure from OMol25. Energies are from the ωB97M-V functional and the def2-TZVPD basis.

## Properties
HOMO level: -6.69 eV
Orbital gap: 6.7 eV
Net charge: 0

Geometry as XYZ:
```
138
C51H71N7O5S3Ti (the ωB97M-V functional and the def2-TZVPD basis)
Ti 0.138 -1.685 0.131
C -4.919 -0.834 5.954
C -3.750 -0.070 5.331
C -2.699 0.170 6.425
C -4.276 1.283 4.832
C -3.108 -0.830 4.169
C -2.040 -0.245 3.494
C -1.446 -0.909 2.428
N -0.370 -0.514 1.650
C 0.523 0.527 1.889
C 0.311 1.765 2.477
C 1.359 2.681 2.565
C 2.608 2.317 2.069
C 2.856 1.091 1.444
C 1.781 0.211 1.341
O 1.817 -0.970 0.705
C 4.226 0.721 0.879
C 4.129 0.499 -0.637
C 4.726 -0.566 1.555
C 5.261 1.820 1.124
C 1.075 4.060 3.161
C 0.522 3.911 4.585
C 2.328 4.934 3.226
C 0.037 4.779 2.287
C -1.888 -2.196 2.061
O -1.173 -2.751 1.058
C -2.966 -2.799 2.709
C -3.556 -2.080 3.755
C -3.485 -4.180 2.306
C -4.684 -4.619 3.149
C -2.382 -5.233 2.476
C -3.938 -4.154 0.840
H -5.336 -0.251 6.777
H -4.601 -1.798 6.355
H -5.718 -1.008 5.231
H -3.142 0.716 7.262
H -1.857 0.753 6.051
H -2.310 -0.779 6.799
H -4.736 1.839 5.652
H -5.024 1.141 4.050
H -3.472 1.896 4.420
H -1.661 0.715 3.805
H -0.678 2.040 2.809
H 3.420 3.023 2.143
H 3.450 -0.319 -0.869
H 5.115 0.256 -1.043
H 3.763 1.400 -1.135
H 4.038 -1.391 1.377
H 4.822 -0.419 2.633
H 5.706 -0.842 1.157
H 4.983 2.752 0.628
H 6.224 1.500 0.720
H 5.398 2.022 2.189
H 1.243 3.399 5.226
H -0.405 3.336 4.599
H 0.314 4.893 5.017
H 3.105 4.475 3.840
H 2.075 5.898 3.672
H 2.739 5.123 2.233
H -0.904 4.228 2.253
H 0.402 4.878 1.263
H -0.170 5.778 2.682
H -4.392 -2.524 4.269
H -4.428 -4.699 4.207
H -5.015 -5.604 2.812
H -5.528 -3.934 3.050
H -2.037 -5.261 3.512
H -1.526 -5.016 1.841
H -2.768 -6.222 2.217
H -4.726 -3.413 0.691
H -4.329 -5.132 0.546
H -3.104 -3.909 0.187
N -0.987 -3.076 -1.518
C -2.143 -2.365 -2.086
C -1.795 -0.892 -2.192
N -1.354 -0.435 -0.866
H -0.338 -3.382 -2.235
H -1.279 -3.890 -0.990
H -2.984 -2.487 -1.402
H -2.444 -2.765 -3.057
H -2.653 -0.316 -2.552
H -0.967 -0.750 -2.883
H -2.131 -0.392 -0.209
H -0.946 0.508 -0.909
O 2.135 0.294 -3.439
C 2.785 -0.788 -3.919
C 3.528 -0.607 -5.087
C 4.227 -1.661 -5.640
C 4.208 -2.915 -5.037
C 3.480 -3.094 -3.878
C 2.754 -2.048 -3.304
C 1.974 -2.274 -2.063
O 1.108 -1.369 -1.722
N 2.202 -3.367 -1.389
N 1.486 -3.382 -0.186
C 1.956 -4.195 0.681
S 1.258 -4.335 2.277
C 2.735 -5.122 2.974
C 3.283 -6.071 1.927
S 3.370 -5.175 0.351
H 1.666 0.020 -2.623
H 3.548 0.379 -5.533
H 4.800 -1.503 -6.546
H 4.759 -3.740 -5.468
H 3.453 -4.055 -3.382
H 2.428 -5.647 3.878
H 3.463 -4.353 3.232
H 2.637 -6.942 1.815
H 4.291 -6.402 2.174
C -0.371 6.726 -5.212
C 0.057 5.778 -4.100
C 0.250 4.362 -4.626
N 0.659 3.428 -3.581
C -0.105 2.916 -2.611
S 0.517 2.374 -1.166
N -1.483 2.872 -2.830
C -2.283 2.459 -3.900
O -3.480 2.621 -3.814
C -1.661 1.819 -5.099
C -2.308 1.993 -6.321
C -1.809 1.383 -7.459
C -0.682 0.574 -7.375
C -0.053 0.377 -6.156
C -0.538 1.005 -5.016
H -0.506 7.739 -4.834
H -1.314 6.408 -5.659
H 0.378 6.764 -6.006
H -0.698 5.759 -3.309
H 0.987 6.122 -3.642
H 1.028 4.337 -5.391
H -0.660 4.008 -5.105
H 1.646 3.349 -3.386
H -2.018 2.950 -1.975
H -3.199 2.605 -6.358
H -2.305 1.530 -8.409
H -0.299 0.090 -8.265
H 0.816 -0.264 -6.079
H -0.030 0.837 -4.079
```

***

Here is C21H39N2NiO4 as an isolated structure from OMol25. Energies are from the ωB97M-V functional and the def2-TZVPD basis.

## Properties
HOMO level (alpha / beta): -10.92 / -10.91 eV
Orbital gap (alpha / beta): 5.1 / 4.9 eV
2S+1: 3
Net charge: +1

Geometry as XYZ:
```
67
C21H39N2NiO4 (the ωB97M-V functional and the def2-TZVPD basis)
C 0.577 2.731 2.480
C 1.040 1.738 1.554
N 0.457 0.572 1.382
C 1.397 -0.494 0.975
C 1.352 -1.659 1.958
C 2.505 -2.639 1.704
C 2.080 -4.066 2.037
C 3.220 -5.080 2.035
C 4.002 -5.138 0.727
C -0.916 0.636 0.695
C -1.492 -0.761 0.501
C -2.949 -0.748 0.039
C -3.485 -2.203 0.030
C -4.302 -2.583 -1.211
N -3.674 -3.717 -1.909
C -0.943 1.482 -0.571
C -0.164 1.008 -1.806
C 1.255 1.579 -1.923
C 1.271 3.101 -1.759
C 0.689 3.870 -2.950
O -0.735 4.004 -2.999
C -1.422 4.741 -2.097
C -0.640 5.590 -1.114
O -2.605 4.740 -2.070
C -1.842 1.384 1.770
O -2.081 0.721 2.769
O -2.149 2.558 1.483
H -0.335 3.287 2.257
H 1.120 2.926 3.395
H 1.941 1.939 0.966
H 1.254 -0.830 -0.052
H 2.408 -0.080 1.037
H 0.411 -2.194 1.842
H 1.384 -1.261 2.972
H 3.331 -2.380 2.371
H 2.877 -2.559 0.681
H 1.259 -4.391 1.394
H 1.664 -4.031 3.048
H 3.871 -4.908 2.894
H 2.776 -6.066 2.184
H 4.780 -5.896 0.811
H 3.348 -5.480 -0.075
H 4.474 -4.193 0.465
H -0.927 -1.342 -0.233
H -1.462 -1.233 1.481
H -3.575 -0.172 0.715
H -3.010 -0.393 -0.990
H -2.632 -2.884 0.076
H -4.057 -2.370 0.941
H -4.401 -1.711 -1.866
H -5.296 -2.921 -0.924
H -4.184 -3.896 -2.767
H -2.742 -3.451 -2.213
H -1.997 1.497 -0.830
H -0.714 2.519 -0.339
H -0.135 -0.081 -1.853
H -0.720 1.312 -2.694
H 1.627 1.379 -2.930
H 1.980 1.100 -1.264
H 2.333 3.416 -1.697
H 0.812 3.402 -0.801
H 1.182 4.840 -3.050
H 0.937 3.332 -3.862
H -0.436 4.899 -0.264
H 0.266 6.040 -1.567
H -1.263 6.389 -0.730
Ni 1.406 5.078 -0.259
```